{"formula": "C20H25BrN4O2SSbSe4Tc", "method": "ωB97M-V with the def2-TZVPD basis set", "total_charge": 3, "s2": 4.1701, "homo_ha": [-0.5663, -0.5653], "orbital_gap_ev": [4.856, 4.502], "spin_multiplicity": 4, "symbols": ["H", "C", "O", "H", "C", "H", "Se", "C", "Sb", "H", "C", "H", "H", "H", "H", "H", "C", "C", "C", "C", "H", "N", "C", "H", "Se", "C", "Tc", "H", "C", "N", "H", "O", "H", "N", "C", "Se", "Se", "S", "H", "H", "H", "H", "H", "C", "C", "H", "C", "H", "N", "H", "H", "C", "C", "C", "C", "Br", "H", "C", "H"], "positions_angstrom": [[-4.083, -0.623, 3.041], [-0.390, 0.425, 3.049], [-0.214, -0.056, 0.651], [0.708, -3.671, -2.935], [-0.996, 0.072, 1.833], [-4.596, -1.733, 1.272], [0.696, 2.106, -1.652], [3.960, 2.690, 2.534], [4.649, 1.915, -3.786], [4.061, 3.116, 1.551], [-2.668, 0.280, -3.519], [-1.966, -0.937, -5.212], [1.326, 2.046, 1.458], [1.785, -2.310, -2.667], [1.131, -2.103, -4.924], [-1.410, -3.754, -1.783], [-1.724, -0.022, -4.674], [3.821, 1.589, 5.224], [-2.428, -1.951, -2.398], [4.983, 2.835, 3.508], [-1.737, 0.791, -5.396], [-0.049, -2.100, -1.698], [0.322, -1.984, -4.206], [-1.687, -2.586, -0.492], [5.496, 2.920, -1.764], [2.761, 1.429, 4.252], [-0.237, 0.092, -1.732], [-2.803, -0.116, -1.507], [2.873, 1.997, 2.930], [1.620, 0.793, 4.407], [-4.868, 0.035, 1.212], [-2.943, -0.588, 0.647], [-0.625, 0.593, 5.184], [1.690, 1.605, 2.290], [-2.341, -0.270, 1.828], [3.309, -0.033, -3.461], [4.871, 3.118, -5.840], [0.005, -0.173, -4.113], [-3.437, -2.233, -2.101], [5.734, 2.448, 5.518], [-0.564, -2.454, -4.627], [-2.327, -2.220, -3.446], [3.715, 1.179, 6.222], [-3.043, -0.326, 3.028], [0.756, -2.584, -2.875], [-4.748, -0.900, -0.283], [-1.114, 0.336, 4.254], [0.717, -0.076, 0.908], [-2.252, -0.457, -2.288], [-2.648, 1.338, -3.279], [0.477, -2.382, -0.872], [-4.377, -0.810, 0.736], [4.909, 2.286, 4.832], [-1.422, -2.691, -1.540], [-2.429, -0.042, 4.232], [-3.394, -0.179, 5.810], [5.873, 3.395, 3.233], [0.964, 0.922, 3.215], [-3.689, 0.016, -3.791]], "atomic_forces_ev_per_a": [[0.16, 0.05, 0.03], [-0.02, -0.03, 0.28], [-0.67, 0.04, 0.05], [-0.02, -0.10, -0.01], [0.48, -0.01, -0.03], [0.05, 0.01, 0.01], [0.07, 0.04, -0.23], [0.68, 0.30, 0.31], [0.08, -0.14, 2.51], [0.10, 0.10, -0.21], [0.13, -0.24, 0.09], [-0.09, 0.03, -0.02], [-0.05, -0.03, -0.01], [0.14, 0.04, 0.02], [0.02, -0.02, -0.03], [-0.02, -0.02, -0.03], [-0.03, -0.10, 0.01], [-0.71, -0.21, -0.24], [-0.02, 0.30, -0.09], [-0.03, -0.05, 0.15], [-0.04, 0.02, -0.03], [0.00, -0.14, -0.21], [0.05, 0.02, 0.05], [-0.02, 0.02, 0.15], [-0.35, -0.35, -1.31], [0.78, 0.29, 0.21], [0.04, -0.20, -0.09], [-0.22, -0.08, 0.21], [-0.43, -0.61, 0.40], [-0.74, -0.10, -0.80], [0.00, 0.05, -0.02], [-0.21, 0.02, -0.14], [-0.01, -0.05, -0.10], [0.27, 0.03, 0.35], [-0.26, -0.20, -0.19], [0.13, 0.22, -0.35], [0.11, 0.30, -0.74], [0.08, 0.12, 0.50], [-0.09, 0.03, 0.01], [-0.05, 0.02, -0.14], [-0.01, -0.02, 0.04], [0.02, 0.03, 0.00], [-0.04, -0.04, -0.12], [-0.12, 0.00, -0.02], [-0.36, 0.22, 0.12], [0.12, 0.00, -0.03], [0.58, 0.22, -0.18], [0.03, -0.06, -0.02], [0.25, -0.21, 0.06], [0.02, 0.12, 0.05], [0.00, 0.01, -0.03], [0.14, -0.06, -0.31], [0.36, 0.45, -0.59], [0.28, 0.23, -0.11], [-0.21, -0.06, -0.07], [-0.20, -0.01, 0.33], [-0.11, -0.08, 0.04], [0.05, -0.05, 0.51], [-0.10, -0.04, -0.01]], "lowdin_spin": [0.002, 0.012, 0.013, 0.000, 0.023, 0.000, -0.440, 0.040, 0.034, 0.000, 0.006, 0.000, -0.008, 0.001, -0.001, 0.001, 0.000, 0.107, 0.009, 0.265, 0.000, 0.022, 0.004, 0.000, 0.061, 0.132, 1.382, 0.003, 0.092, 0.088, 0.000, -0.003, 0.001, 0.005, 0.001, -0.013, 0.897, 0.001, 0.000, -0.002, 0.000, 0.000, 0.003, 0.042, 0.005, 0.000, 0.039, 0.004, 0.008, 0.002, 0.004, 0.000, 0.014, 0.009, -0.001, -0.004, 0.011, 0.129, 0.000]}

***

{"formula": "C9H13N3", "method": "ωB97M-V with the def2-TZVPD basis set", "homo_ha": -0.2268, "orbital_gap_ev": 7.002, "smiles": "CCn1ccncccc(C)n1", "symbols": ["N", "N", "C", "H", "H", "H", "H", "H", "H", "H", "H", "C", "C", "N", "C", "H", "H", "C", "C", "H", "H", "C", "C", "C", "H"], "positions_angstrom": [[0.212, 0.025, -0.279], [-0.556, 1.012, -0.447], [2.841, -1.098, 0.060], [-3.651, 0.314, 0.837], [-0.610, 3.068, -0.142], [-1.091, -2.676, 0.572], [1.909, 3.144, 0.372], [-2.362, 1.950, -0.549], [3.953, 0.754, 0.735], [-2.179, -0.572, 1.060], [3.754, -1.729, -0.007], [1.420, 2.269, 0.059], [3.030, 0.303, 0.294], [2.068, 1.121, 0.092], [-0.801, -2.210, -0.444], [-2.382, 1.085, 1.635], [1.868, -2.798, -0.493], [-2.579, 0.372, 0.898], [1.626, -1.747, -0.177], [-2.334, 0.319, -1.318], [-0.777, -3.030, -1.130], [0.302, -1.248, -0.335], [-1.991, 0.884, -0.428], [0.030, 2.206, -0.196], [-1.699, -1.717, -0.669]], "atomic_forces_ev_per_a": [[-0.02, -1.95, -0.56], [-1.10, -0.13, 0.87], [-0.19, -0.14, -0.33], [-0.51, -0.20, -0.27], [-0.07, 0.14, -0.17], [0.88, 0.51, -1.23], [0.28, 1.82, 0.14], [0.19, -1.24, -0.18], [0.21, -1.04, -0.25], [0.63, -1.67, 0.98], [-0.71, 0.47, 0.33], [-1.51, -1.93, -0.01], [-0.12, 1.41, 0.61], [1.25, 0.70, -0.23], [-1.72, -1.52, 2.13], [0.68, 0.82, 1.48], [-1.01, 0.71, 0.69], [-0.23, 0.78, -2.27], [2.52, -0.93, -0.94], [0.23, 0.17, 0.56], [0.77, -0.47, -0.53], [0.61, -0.10, 0.18], [-2.18, 1.95, -0.67], [2.33, 0.98, 0.32], [-1.23, 0.86, -0.62]], "lowdin_charge": [0.075, -0.138, -0.074, 0.079, 0.105, 0.119, 0.072, 0.125, 0.099, 0.029, 0.094, -0.118, -0.177, -0.008, -0.054, 0.062, 0.111, -0.045, -0.044, 0.124, 0.071, -0.328, -0.182, -0.026, 0.027]}

***

{"formula": "C2H3Br3ClP", "method": "ωB97M-V with the def2-TZVPD basis set", "homo_ha": -0.3529, "orbital_gap_ev": 9.605, "symbols": ["Cl", "C", "Br", "Br", "H", "H", "P", "Br", "H", "C"], "positions_angstrom": [[-0.132, 0.727, 2.222], [-0.295, 0.651, 0.407], [-0.703, 2.469, -0.312], [-1.218, -2.415, 0.157], [1.101, -0.879, -0.889], [1.631, -0.622, 0.946], [-1.836, -0.326, 0.061], [-1.908, -0.092, -2.109], [2.061, 0.636, -0.387], [1.298, -0.149, -0.096]], "atomic_forces_ev_per_a": [[-0.40, 0.13, -0.86], [3.32, -1.09, -0.35], [0.63, -0.88, 0.59], [0.41, -0.57, 0.28], [0.04, 0.31, 0.32], [-0.78, 0.82, -2.63], [-0.74, 0.68, 0.48], [-0.02, -0.10, -0.78], [-1.20, -0.81, 0.26], [-1.25, 1.52, 2.69]], "lowdin_charge": [0.466, -1.472, 0.534, 0.248, 0.007, 0.068, 0.003, 0.214, 0.063, -0.131]}

***

{"formula": "C4H9N5", "method": "ωB97M-V with the def2-TZVPD basis set", "homo_ha": -0.2805, "orbital_gap_ev": 8.265, "symbols": ["N", "N", "N", "C", "H", "H", "H", "H", "H", "H", "H", "N", "C", "C", "H", "N", "H", "C"], "positions_angstrom": [[-2.545, 1.000, 0.223], [-1.069, -2.133, 0.621], [0.120, -0.266, 0.282], [1.309, 0.410, -0.133], [-1.916, 1.558, -1.645], [1.858, -2.409, -0.299], [1.123, 1.479, 0.209], [-2.772, 2.928, -0.806], [0.814, -3.449, 0.534], [1.205, 0.575, -1.257], [1.832, -2.324, 1.414], [0.093, -1.532, 0.441], [-2.771, 1.776, -0.927], [-2.248, -0.186, 0.327], [-3.868, 1.555, -1.299], [-2.174, -1.408, 0.545], [2.176, -0.006, 0.164], [1.234, -2.481, 0.541]], "atomic_forces_ev_per_a": [[-0.03, -1.81, 1.81], [1.90, -1.73, 0.19], [-0.48, -0.48, 0.04], [-4.07, 3.21, -2.16], [-1.47, 0.23, 0.19], [0.77, 0.42, -1.31], [0.85, -1.27, 0.05], [0.18, -1.93, 0.52], [-0.55, -0.94, 0.23], [0.73, -0.59, 1.04], [0.06, 0.34, 0.67], [-1.28, 0.07, 0.33], [-1.03, 1.33, -2.17], [0.08, 2.45, -0.48], [2.30, 0.26, 0.07], [-0.35, 0.86, -0.06], [3.20, -1.16, 0.92], [-0.82, 0.76, 0.13]], "lowdin_charge": [-0.006, -0.020, -0.032, -0.108, 0.083, 0.070, 0.101, 0.084, 0.071, 0.100, 0.089, -0.232, -0.168, -0.221, 0.108, 0.040, 0.020, 0.021]}

***

Molecular weight for the records above, in order: 1001.02, 163.22, 333.18, 127.15 g mol⁻¹
F_max for the records above, in order: 0.049, 0.061, 0.068, 0.109 Eh/bohr
Energy for the records above, in order: -382172.3544, -14008.6306, -234061.2519, -11739.0984 eV